Here is an isolated molecule of C19H23N3O from the OMol25 dataset. Energies are from the ωB97M-V functional and the def2-TZVPD basis.

ORCA input file:
```
! wB97M-V def2-TZVPD RIJCOSX def2/J DEFGRID3
* xyz 0 1
C -7.235 -0.482 0.773
C -6.228 0.459 0.457
N -5.085 0.117 0.006
C -4.297 1.195 -0.305
C -3.083 0.812 -1.379
N -2.202 -0.159 -0.490
C -0.931 0.143 -0.376
C -0.201 -1.108 -0.277
C 1.297 -1.318 -0.187
C 1.964 0.174 -0.144
N 3.409 0.371 -0.127
C 4.154 -0.600 -0.140
C 5.543 -0.387 -0.175
C 6.405 -1.304 -0.153
C 7.867 -1.060 -0.098
C 8.257 0.134 0.404
C 7.421 1.276 0.215
C 6.136 0.918 0.296
O 5.224 1.726 0.529
C 1.163 1.223 -0.498
C -0.264 1.138 -0.358
C -2.991 -1.017 0.028
C -4.235 -0.665 1.045
H -7.241 -0.957 -0.291
H -6.840 -1.153 1.381
H -8.190 -0.106 0.967
H -6.774 1.511 -0.064
H -5.897 0.970 1.609
H -4.832 2.005 -1.220
H -3.876 1.761 0.416
H -2.561 1.679 -1.420
H -3.534 0.190 -2.114
H -0.600 -2.239 -0.099
H 1.811 -2.171 0.084
H 3.957 -1.621 -0.564
H 6.134 -2.400 -0.735
H 8.591 -1.860 -0.382
H 9.412 0.226 0.423
H 7.677 2.052 0.866
H 4.329 1.730 0.339
H 1.639 2.138 -0.354
H -0.712 1.924 -0.562
H -2.416 -1.846 0.481
H -3.320 -1.898 -0.693
H -4.868 -1.484 1.107
H -3.979 -0.038 1.779
*
```

## Properties
- Electronic energy: -26578.16124 eV
- SMILES string: CCN1CCN(c2ccc(/N=C/c3ccccc3O)cc2)CC1
- Frontier orbital gap: 7.805 eV
- Energy above the lowest of the compared OMol25 structures with the same formula, charge and spin: 16.978 eV
- F_max: 14.850 eV Å⁻¹

***

Here is an isolated molecule of C19H23N3O2 from the OMol25 dataset. Energies are from the ωB97M-V functional and the def2-TZVPD basis.

ORCA input file:
```
! wB97M-V def2-TZVPD RIJCOSX def2/J DEFGRID3
* xyz 0 1
C 5.893 1.309 -2.292
C 5.113 0.039 -1.866
C 4.096 -0.343 -2.978
C 4.443 0.251 -0.506
C 3.783 -1.000 0.189
N 3.845 -0.789 1.668
C 2.296 -1.094 -0.300
O 1.989 -1.799 -1.257
N 1.351 -0.350 0.395
C -0.059 -0.302 0.241
C -0.821 -1.264 -0.477
C -2.185 -1.236 -0.512
C -2.869 -0.201 0.169
C -2.154 0.805 0.860
C -0.772 0.738 0.873
O -2.761 1.831 1.518
C -4.059 1.493 2.062
C -3.912 0.635 3.359
C -4.925 0.798 1.061
C -6.326 0.938 1.057
N -7.095 0.307 0.156
C -6.491 -0.519 -0.692
C -5.134 -0.746 -0.720
C -4.324 -0.073 0.156
H 6.694 1.556 -1.554
H 5.266 2.199 -2.403
H 6.340 1.155 -3.291
H 5.868 -0.785 -1.747
H 3.756 -1.360 -2.841
H 4.558 -0.267 -3.947
H 3.263 0.324 -2.950
H 5.275 0.541 0.165
H 3.732 1.098 -0.569
H 4.307 -1.915 -0.111
H 3.489 -1.652 2.124
H 4.796 -0.609 2.019
H 1.770 0.091 1.202
H -0.245 -2.057 -0.999
H -2.742 -2.048 -0.946
H -0.223 1.528 1.367
H -4.552 2.449 2.363
H -3.537 1.262 4.224
H -3.161 -0.158 3.239
H -4.839 0.135 3.578
H -6.881 1.534 1.795
H -7.141 -1.036 -1.398
H -4.714 -1.414 -1.485
*
```

## Properties
- Electronic energy: -28642.16657 eV
- SMILES string: CC(C)C[C@@H](N)C(=O)Nc1ccc2c(c1)O[C@H](C)c1cnccc1-2
- Frontier orbital gap: 8.411 eV
- Energy above the lowest of the compared OMol25 structures with the same formula, charge and spin: 1.431 eV
- F_max: 2.573 eV Å⁻¹

***

Here is an isolated molecule of C19H23N3O2 from the OMol25 dataset. Energies are from the ωB97M-V functional and the def2-TZVPD basis.

ORCA input file:
```
! wB97M-V def2-TZVPD RIJCOSX def2/J DEFGRID3
* xyz 0 1
C -0.306 -1.554 -4.305
N -1.117 -2.235 -3.316
C -2.299 -1.428 -3.112
O -1.521 -3.358 -3.609
C -0.309 -2.379 -2.054
C -0.728 -3.305 -0.798
C 0.505 -3.439 0.020
O 1.635 -2.448 -0.181
C 1.266 -1.208 0.242
N 0.470 -0.933 1.256
N 0.193 0.385 1.177
C -0.913 1.054 1.799
C -0.685 1.833 3.096
C 0.307 1.421 3.929
C 0.596 2.205 5.081
C -0.299 3.304 5.382
C -1.192 3.746 4.461
C -1.374 3.089 3.221
C 0.970 1.038 0.208
C 1.263 2.408 -0.091
C 2.041 2.546 -1.228
C 2.581 1.545 -1.997
C 2.419 0.226 -1.532
C 1.627 -0.006 -0.412
H -0.332 -0.441 -3.951
H 0.709 -1.956 -4.438
H -0.875 -1.596 -5.325
H -2.047 -0.511 -2.628
H -2.953 -1.858 -2.430
H -2.871 -1.262 -4.087
H -0.077 -1.437 -1.566
H 0.649 -2.821 -2.326
H -1.164 -4.205 -1.092
H -1.544 -2.801 -0.292
H 0.264 -3.576 1.100
H 0.876 -4.392 -0.364
H -1.878 0.474 1.838
H -1.169 1.891 1.154
H 0.944 0.567 3.868
H 1.198 1.902 5.909
H -0.234 3.795 6.312
H -1.759 4.581 4.764
H -2.061 3.403 2.479
H 0.813 3.216 0.433
H 2.179 3.489 -1.684
H 3.188 1.654 -2.916
H 3.015 -0.619 -1.997
*
```

## Properties
- Electronic energy: -28635.31372 eV
- SMILES string: C[N+](C)([O-])CCCOc1nn(Cc2ccccc2)c2ccccc12
- Frontier orbital gap: 8.659 eV
- Energy above the lowest of the compared OMol25 structures with the same formula, charge and spin: 8.284 eV
- F_max: 8.144 eV Å⁻¹

***

Here is an isolated molecule of C19H23N3O2 from the OMol25 dataset. Energies are from the ωB97M-V functional and the def2-TZVPD basis.

ORCA input file:
```
! wB97M-V def2-TZVPD RIJCOSX def2/J DEFGRID3
* xyz 0 1
H 0.974 -1.451 2.427
N 0.645 -2.047 1.692
C -0.251 -1.449 0.995
N -0.559 -0.066 1.055
C -0.159 0.931 2.121
C -1.020 0.680 3.345
C -2.394 1.329 3.353
C -1.349 0.200 -0.021
C -2.088 1.374 -0.401
C -2.842 1.466 -1.544
C -3.036 0.279 -2.273
C -2.485 -0.976 -1.872
C -1.599 -0.985 -0.748
N -0.927 -1.977 -0.100
C -0.422 -3.215 -0.849
C 0.396 -3.062 -2.193
O 1.671 -2.638 -1.810
C 2.072 -1.357 -1.633
C 3.106 -1.197 -0.728
C 3.262 0.162 -0.405
C 2.538 1.211 -1.000
O 2.770 2.590 -0.751
C 2.858 3.046 0.559
C 1.488 0.961 -1.845
C 1.360 -0.317 -2.277
H -0.349 2.001 1.768
H 0.957 0.770 2.276
H -0.970 -0.403 3.517
H -0.536 1.004 4.206
H -2.351 2.356 2.923
H -3.134 0.927 2.644
H -2.802 1.473 4.289
H -2.064 2.321 0.169
H -3.381 2.281 -1.950
H -3.672 0.348 -3.133
H -2.760 -1.735 -2.623
H -1.167 -3.937 -1.189
H 0.171 -3.724 -0.104
H 0.466 -4.067 -2.586
H -0.132 -2.337 -2.834
H 3.655 -1.943 -0.273
H 4.011 0.340 0.355
H 3.839 3.408 0.772
H 2.147 3.856 0.700
H 2.638 2.307 1.389
H 0.869 1.733 -2.408
H 0.553 -0.470 -3.003
*
```

## Properties
- Electronic energy: -28638.85597 eV
- SMILES string: [H]/N=c1\n(CCC)c2ccccc2n1CCOc1ccc(OC)cc1
- Frontier orbital gap: 8.107 eV
- Energy above the lowest of the compared OMol25 structures with the same formula, charge and spin: 4.742 eV
- F_max: 4.743 eV Å⁻¹

***

Here is an isolated molecule of C19H23N3O2S from the OMol25 dataset. Energies are from the ωB97M-V functional and the def2-TZVPD basis.

ORCA input file:
```
! wB97M-V def2-TZVPD RIJCOSX def2/J DEFGRID3
* xyz 0 1
C 1.580 5.158 -2.094
C 1.476 3.933 -2.994
C 2.833 3.238 -3.164
C 3.370 2.702 -1.849
O 4.206 3.314 -1.210
N 2.898 1.507 -1.413
C 1.856 0.691 -1.983
C 0.662 0.598 -1.019
N 1.121 0.073 0.246
C 0.235 -0.594 1.085
C -1.148 -0.579 0.887
C -1.995 -1.299 1.705
C -1.490 -2.072 2.743
N -2.328 -2.795 3.604
C -3.505 -3.428 3.341
O -4.242 -3.769 4.248
C -3.825 -3.750 1.940
C -5.088 -3.886 1.435
C -5.104 -4.321 0.095
C -3.854 -4.538 -0.392
S -2.631 -4.198 0.763
C -0.115 -2.078 2.962
C 0.730 -1.359 2.147
C 2.155 0.910 0.822
C 3.343 0.989 -0.136
H 0.601 5.611 -1.951
H 1.984 4.886 -1.122
H 2.242 5.898 -2.536
H 1.113 4.236 -3.979
H 0.747 3.236 -2.575
H 3.559 3.975 -3.514
H 2.769 2.443 -3.908
H 1.523 1.083 -2.940
H 2.255 -0.321 -2.135
H -0.075 -0.083 -1.447
H 0.209 1.597 -0.905
H -1.583 0.023 0.105
H -3.062 -1.247 1.546
H -2.084 -2.778 4.587
H -5.966 -3.671 2.016
H -6.003 -4.473 -0.474
H -3.571 -4.882 -1.367
H 0.291 -2.664 3.773
H 1.793 -1.408 2.324
H 2.476 0.506 1.780
H 1.770 1.929 0.989
H 4.109 1.662 0.251
H 3.768 -0.010 -0.283
*
```

## Properties
- Electronic energy: -39477.58059 eV
- SMILES string: CCCC(=O)N1CCN(c2ccc(NC(=O)c3cccs3)cc2)CC1
- Frontier orbital gap: 8.253 eV
- Energy above the lowest of the compared OMol25 structures with the same formula, charge and spin: 1.476 eV
- F_max: 0.673 eV Å⁻¹

***

Lowest unoccupied orbital energy: 0.0019 0.0110 0.0194 0.0272 0.0163 (Ha)